No. 1
Here is a single C2H2Cl3P molecule from OMol25. Energies are from ωB97M-V with the def2-TZVPD basis set.

Last column: Löwdin charge in e.
Element x y z (Å)
C (1.481, -0.127, 0.557)  -0.11
C (0.417, 0.403, -0.050)  -1.01
Cl (0.458, 2.083, -0.427)  0.57
P (-1.049, -0.624, -0.890)  0.34
Cl (-2.753, -1.996, -0.014)  -0.11
Cl (-2.287, 0.908, -1.007)  0.17
H (1.489, -1.198, 0.760)  0.06
H (2.244, 0.550, 1.072)  0.09

Computed properties:
**HOMO-LUMO gap**: 7.90 eV
**Total charge**: 0
**HOMO level**: -9.5369 eV
**LUMO energy**: -1.640 eV
**2S+1**: 1
**SMILES**: C=C(Cl)P(Cl)Cl
**Energy above the lowest of the compared OMol25 structures with the same formula, charge and spin**: 40.7 kcal/mol

No. 2
Here is a single C4H10O3 molecule from OMol25. Energies are from ωB97M-V with the def2-TZVPD basis set.

Last column: Löwdin charge in e.
Element x y z (Å)
C (1.873, 0.946, -0.116)  -0.10
O (1.701, -0.451, -0.006)  -0.19
C (0.539, -0.897, -0.645)  -0.17
C (-0.633, -0.839, 0.392)  -0.32
O (-0.351, -0.033, 1.535)  -0.04
C (-1.853, -0.151, -0.199)  -0.22
O (-1.574, 1.213, -0.447)  -0.06
H (2.085, 1.354, 0.875)  0.09
H (0.976, 1.441, -0.511)  0.08
H (2.714, 1.120, -0.793)  0.09
H (0.318, -0.287, -1.540)  0.13
H (0.764, -1.905, -1.024)  0.13
H (-0.864, -1.859, 0.730)  0.14
H (0.417, -0.377, 2.007)  0.11
H (-2.698, -0.255, 0.494)  0.12
H (-2.109, -0.605, -1.160)  0.13
H (-1.306, 1.584, 0.408)  0.09

Computed properties:
**HOMO-LUMO gap**: 10.49 eV
**Total charge**: 0
**HOMO level**: -9.6665 eV
**LUMO energy**: 0.819 eV
**2S+1**: 1
**SMILES**: COC[C@@H](O)CO
**Energy above the lowest of the compared OMol25 structures with the same formula, charge and spin**: 41.3 kcal/mol

No. 3
Here is 17 unconnected molecules or ions with the total composition C37H65N17OPSi from OMol25. Energies are from ωB97M-V with the def2-TZVPD basis set.

Last column: Löwdin charge in e.
Element x y z (Å)
C (0.665, -3.305, 1.086)  -0.16
Si (0.265, -2.154, -0.308)  0.42
C (1.813, -1.823, -1.237)  -0.16
C (-0.456, -0.542, 0.347)  -0.13
O (-0.834, -2.959, -1.314)  -0.19
C (-2.132, -2.526, -1.526)  -0.34
C (-3.020, -2.820, -0.299)  -0.31
P (-4.629, -2.092, -0.467)  0.94
N (-4.701, -0.664, 0.328)  -0.12
H (1.023, -4.252, 0.673)  0.04
H (-0.187, -3.510, 1.740)  0.02
H (1.472, -2.884, 1.691)  0.02
H (2.529, -1.382, -0.540)  0.05
H (2.247, -2.754, -1.603)  0.03
H (1.652, -1.148, -2.078)  0.03
H (-1.497, -0.327, 0.097)  0.00
H (0.149, 0.297, -0.008)  0.03
H (-0.383, -0.545, 1.438)  0.04
H (-2.179, -1.457, -1.781)  0.11
H (-2.541, -3.065, -2.385)  0.13
H (-2.592, -2.442, 0.632)  0.09
H (-3.156, -3.899, -0.192)  0.11
H (-4.939, -2.021, -1.827)  0.04
H (-5.599, -2.914, 0.083)  0.04
H (-5.573, -0.153, 0.141)  0.00
H (-3.919, -0.066, 0.071)  0.07
C (-0.441, -3.064, 5.604)  -0.07
C (0.844, -3.181, 4.940)  -0.26
N (1.862, -3.274, 4.418)  0.14
H (-1.251, -3.166, 4.884)  0.07
H (-0.573, -3.823, 6.372)  0.07
H (-0.528, -2.085, 6.075)  0.05
C (-0.089, 1.685, 5.233)  -0.07
C (-0.911, 0.798, 6.046)  -0.28
N (-1.552, 0.129, 6.724)  0.13
H (0.566, 1.107, 4.583)  0.07
H (-0.720, 2.329, 4.623)  0.08
H (0.534, 2.306, 5.875)  0.08
C (4.500, -4.539, 1.540)  -0.06
C (4.615, -3.883, 0.245)  -0.27
N (4.705, -3.340, -0.763)  0.14
H (4.035, -5.517, 1.425)  0.08
H (5.489, -4.669, 1.977)  0.08
H (3.898, -3.938, 2.221)  0.06
C (2.860, 1.541, -2.693)  -0.08
C (2.632, 2.257, -1.449)  -0.29
N (2.452, 2.793, -0.450)  0.12
H (3.718, 1.916, -3.243)  0.03
H (3.036, 0.486, -2.491)  0.06
H (1.987, 1.625, -3.340)  0.09
C (7.606, 2.429, -2.978)  -0.07
C (6.495, 1.782, -3.655)  -0.24
N (5.613, 1.276, -4.191)  0.14
H (7.489, 3.510, -3.014)  0.07
H (7.651, 2.103, -1.941)  0.09
H (8.544, 2.178, -3.470)  0.08
C (-6.417, 2.980, -1.772)  -0.06
C (-6.828, 1.880, -0.917)  -0.23
N (-7.155, 1.018, -0.229)  0.14
H (-5.579, 2.685, -2.401)  0.09
H (-7.229, 3.296, -2.423)  0.04
H (-6.116, 3.838, -1.174)  0.10
C (-4.056, -6.226, 4.748)  -0.07
C (-3.423, -5.533, 5.860)  -0.27
N (-2.923, -5.025, 6.759)  0.15
H (-4.988, -6.682, 5.077)  0.09
H (-4.273, -5.527, 3.943)  0.07
H (-3.399, -7.007, 4.371)  0.08
C (4.183, -0.941, 5.785)  -0.09
C (3.877, 0.478, 5.786)  -0.29
N (3.636, 1.601, 5.781)  0.13
H (3.470, -1.487, 5.168)  0.04
H (5.181, -1.119, 5.390)  0.03
H (4.137, -1.339, 6.797)  0.08
C (-6.910, 3.626, -6.182)  -0.07
C (-7.086, 4.374, -4.950)  -0.24
N (-7.222, 4.953, -3.967)  0.14
H (-6.927, 2.559, -5.970)  0.06
H (-7.720, 3.835, -6.876)  0.08
H (-5.960, 3.887, -6.646)  0.09
C (6.808, -0.099, -7.070)  -0.07
C (7.584, 0.336, -8.221)  -0.29
N (8.210, 0.679, -9.119)  0.14
H (6.408, 0.759, -6.532)  0.04
H (5.976, -0.725, -7.385)  0.09
H (7.431, -0.672, -6.386)  0.09
C (9.152, 3.404, -7.458)  -0.08
C (8.918, 4.109, -6.208)  -0.27
N (8.734, 4.653, -5.214)  0.13
H (10.017, 3.815, -7.975)  0.09
H (9.337, 2.349, -7.270)  0.06
H (8.287, 3.486, -8.112)  0.08
C (-9.636, 0.576, -3.655)  -0.10
C (-9.478, 1.200, -4.962)  -0.26
N (-9.360, 1.710, -5.983)  0.15
H (-9.318, -0.463, -3.663)  0.06
H (-9.048, 1.110, -2.912)  0.05
H (-10.679, 0.603, -3.349)  0.08
C (-6.308, 8.263, -3.439)  -0.08
C (-5.712, 8.808, -4.649)  -0.29
N (-5.246, 9.237, -5.605)  0.12
H (-6.857, 9.032, -2.899)  0.08
H (-6.989, 7.452, -3.688)  0.04
H (-5.533, 7.870, -2.784)  0.08
C (6.903, -3.658, 7.020)  -0.06
C (7.014, -3.049, 5.704)  -0.29
N (7.098, -2.553, 4.673)  0.13
H (6.416, -4.629, 6.946)  0.08
H (7.893, -3.789, 7.453)  0.09
H (6.322, -3.011, 7.676)  0.08
C (8.017, 1.870, 5.638)  -0.06
C (7.432, 0.978, 6.626)  -0.28
N (6.951, 0.276, 7.395)  0.14
H (8.702, 1.317, 4.998)  0.08
H (7.229, 2.304, 5.026)  0.08
H (8.562, 2.671, 6.134)  0.08
C (-9.951, -0.613, 1.358)  -0.07
C (-9.886, -0.951, -0.055)  -0.28
N (-9.842, -1.201, -1.174)  0.14
H (-9.666, -1.472, 1.963)  0.08
H (-9.273, 0.213, 1.567)  0.07
H (-10.964, -0.320, 1.625)  0.09

Computed properties:
**HOMO-LUMO gap**: 9.63 eV
**Total charge**: +1
**HOMO level**: -12.6992 eV
**LUMO energy**: -3.066 eV
**2S+1**: 1

Question: The highest HOMO level belongs to which entry?
Answer: C2H2Cl3P

Question: Number 1 is which compound?
Answer: C2H2Cl3P

What did the first record say?
Here is a single C2H2Cl3P molecule from OMol25. Energies are from ωB97M-V with the def2-TZVPD basis set.

Last column: Löwdin charge in e.
Element x y z (Å)
C (1.481, -0.127, 0.557)  -0.11
C (0.417, 0.403, -0.050)  -1.01
Cl (0.458, 2.083, -0.427)  0.57
P (-1.049, -0.624, -0.890)  0.34
Cl (-2.753, -1.996, -0.014)  -0.11
Cl (-2.287, 0.908, -1.007)  0.17
H (1.489, -1.198, 0.760)  0.06
H (2.244, 0.550, 1.072)  0.09

Computed properties:
**HOMO-LUMO gap**: 7.90 eV
**Total charge**: 0
**HOMO level**: -9.5369 eV
**LUMO energy**: -1.640 eV
**2S+1**: 1
**SMILES**: C=C(Cl)P(Cl)Cl
**Energy above the lowest of the compared OMol25 structures with the same formula, charge and spin**: 40.7 kcal/mol

Question: What is the formula in the first record?
Answer: C2H2Cl3P